The following is a quantum chemistry calculation of a molecular structure, C34H57GaN3O2SeSi, from OMol25.

Its LUMO energy is -2.23 eV. The value obtained for the frontier orbital gap is 8.467 eV. Its total charge is +1. For the HOMO energy, the calculation gives -10.700 eV.

The geometry in XYZ format:
```
99
Properties=species:S:1:pos:R:3:mulliken_charge:R:1
O 0.444 2.283 -0.791 1.043
O 3.876 2.007 -0.199 -0.048
C 0.508 2.728 -2.270 -0.192
C -0.696 3.563 -2.603 -1.077
H 0.585 1.797 -2.838 0.088
H 1.458 3.266 -2.310 0.510
H -1.630 3.005 -2.453 0.170
H -0.634 3.872 -3.653 0.454
H -0.720 4.478 -2.004 0.304
C 0.522 3.377 0.291 0.206
C 1.466 4.432 -0.188 -1.553
H 0.901 2.839 1.165 0.215
H -0.506 3.699 0.470 0.281
H 2.441 3.994 -0.436 0.209
H 1.631 5.177 0.599 0.422
H 1.063 4.958 -1.060 0.444
C 4.190 1.766 1.181 0.311
C 4.807 1.578 -1.182 0.017
C 4.412 3.067 1.916 -1.390
H 5.075 1.113 1.260 0.545
H 3.321 1.238 1.609 -0.418
H 5.296 3.583 1.529 0.346
H 4.579 2.847 2.971 0.442
H 3.556 3.743 1.840 0.191
C 5.973 2.538 -1.338 -1.492
H 4.224 1.531 -2.112 0.145
H 5.174 0.565 -0.945 0.289
H 5.640 3.575 -1.450 0.270
H 6.524 2.255 -2.236 0.458
H 6.654 2.475 -0.482 0.333
H -0.187 1.498 -0.648 -1.019
N -2.361 -1.226 -0.764 2.428
C -2.606 -2.547 -0.688 1.509
C -1.924 -3.396 0.190 -1.607
C -1.229 -3.045 1.350 1.086
C -3.660 -3.111 -1.593 -1.700
H -3.461 -2.881 -2.652 0.273
H -4.662 -2.731 -1.336 0.209
H -3.683 -4.200 -1.477 0.540
C -0.771 -4.130 2.281 -1.687
H -1.432 -4.223 3.157 0.263
H 0.257 -3.954 2.639 0.255
H -0.792 -5.086 1.740 0.558
N -1.014 -1.759 1.720 2.357
C -3.143 -0.354 -1.603 -1.323
C -2.687 -0.026 -2.892 1.303
C -1.458 -0.645 -3.481 -1.026
C -3.427 0.877 -3.666 -0.769
H -3.068 1.167 -4.651 0.518
C -4.632 1.391 -3.190 -0.869
H -5.201 2.090 -3.801 0.422
C -5.111 1.011 -1.937 -0.969
H -6.066 1.389 -1.574 0.509
C -4.375 0.138 -1.131 1.267
C -4.915 -0.250 0.211 -1.228
C -0.854 -1.401 3.104 -0.548
C 0.413 -1.038 3.592 0.735
C 1.615 -1.114 2.711 -0.048
C 0.548 -0.703 4.944 -1.371
H 1.529 -0.406 5.308 0.464
C -0.553 -0.761 5.800 -0.943
H -0.441 -0.508 6.854 0.420
C -1.804 -1.146 5.313 -1.173
H -2.670 -1.221 5.963 0.454
C -1.970 -1.456 3.962 1.158
C -3.321 -1.852 3.458 -0.824
Ga -0.852 -0.544 0.222 -2.308
H -0.631 0.079 -3.540 0.141
H -1.668 -0.980 -4.509 0.574
H -1.103 -1.520 -2.925 -0.317
H -4.572 -1.245 0.525 0.153
H -6.013 -0.276 0.163 0.571
H -4.640 0.486 0.984 0.090
H 2.460 -0.632 3.217 0.497
H 1.484 -0.610 1.743 -0.585
H 1.906 -2.154 2.492 0.224
H -3.668 -1.196 2.649 -0.141
H -4.042 -1.769 4.281 0.501
H -3.345 -2.891 3.105 0.235
H -2.090 -4.459 0.040 0.336
C 0.827 -0.363 -0.805 1.172
Si 1.874 -1.824 -1.401 0.271
H 0.670 0.117 -1.781 -1.352
H 1.547 0.245 -0.235 -0.032
C 2.571 -1.261 -3.062 -1.111
C 0.955 -3.417 -1.690 -0.933
C 3.270 -2.133 -0.208 -0.941
H 3.718 -1.203 0.166 0.058
H 4.039 -2.703 -0.750 0.440
H 2.927 -2.737 0.642 0.305
H 1.798 -0.818 -3.707 0.282
H 2.970 -2.146 -3.578 0.435
H 3.383 -0.531 -2.939 0.233
H -0.016 -3.273 -2.186 0.189
H 0.801 -3.951 -0.741 0.190
H 1.600 -4.025 -2.344 0.534
Se -3.334 3.073 2.207 -0.078
C -2.259 1.882 1.499 0.152
N -1.584 1.041 0.967 0.064
```



The following is a quantum chemistry calculation of a molecular structure, C34H57N4OP2Pt, from OMol25.

Its LUMO energy (spin up / spin down) is -2.06 / -3.94 eV. The value obtained for the frontier orbital gap (spin up / spin down) is 4.873 / 6.864 eV. Its total charge is +1. As for the spin multiplicity: 3. For the HOMO energy (spin up / spin down), the calculation gives -6.935 / -10.803 eV. As for the expectation value of S²: 2.03.

The geometry in XYZ format:
```
99
Properties=species:S:1:pos:R:3:mulliken_spin:R:1
C 2.056 -1.394 -0.990 0.352
C 1.112 0.563 -1.988 0.013
C 3.066 -1.441 -1.971 0.041
C 2.033 0.437 -3.067 0.212
C 2.987 -0.543 -3.014 0.284
H 3.819 -2.211 -1.872 -0.006
H 1.940 1.054 -3.942 -0.001
H 3.742 -0.617 -3.788 0.033
N 1.182 -0.363 -0.973 0.251
P 0.184 -2.493 0.765 -0.058
P -0.298 2.083 -0.145 0.023
C 1.897 -2.489 0.116 0.065
H 2.215 -3.488 -0.273 0.005
H 2.557 -2.315 0.992 0.009
C -1.340 -0.152 1.938 0.005
O -2.110 -0.140 2.823 0.015
C 0.151 1.609 -1.805 0.546
H 0.059 2.377 -2.566 -0.049
C -1.943 3.050 -0.190 0.012
C 1.147 3.342 0.056 0.042
C -0.738 -3.598 -0.427 -0.010
C 0.366 -3.337 2.458 0.007
C -3.110 2.200 0.314 -0.001
H -2.995 1.952 1.370 -0.002
H -4.035 2.786 0.200 0.001
H -3.227 1.281 -0.251 0.001
C -1.919 4.306 0.720 -0.001
H -1.664 4.024 1.756 0.000
H -1.224 5.094 0.372 0.000
H -2.934 4.751 0.736 0.000
C -2.224 3.450 -1.638 0.009
H -3.153 4.033 -1.689 0.000
H -1.435 4.072 -2.088 0.003
H -2.337 2.533 -2.242 -0.016
C 1.124 4.030 1.428 0.007
H 0.715 3.362 2.203 -0.001
H 2.161 4.280 1.726 -0.001
H 0.548 4.962 1.419 0.002
C 2.454 2.540 -0.060 -0.014
H 2.419 1.667 0.613 0.016
H 2.636 2.192 -1.090 0.000
H 3.306 3.182 0.219 0.001
C 1.090 4.391 -1.079 0.026
H 1.050 3.928 -2.092 0.000
H 0.205 5.098 -0.963 -0.001
H 2.055 4.988 -1.029 0.000
C -1.022 -3.739 2.981 0.000
H -0.882 -4.176 3.980 0.000
H -1.679 -2.870 3.087 -0.001
H -1.529 -4.495 2.368 0.001
C 0.998 -2.333 3.412 0.003
H 1.984 -2.001 3.081 -0.002
H 0.371 -1.452 3.535 -0.003
H 1.115 -2.816 4.386 0.001
C 1.286 -4.582 2.412 0.003
H 2.280 -4.364 1.982 0.001
H 1.438 -4.898 3.462 0.001
H 0.846 -5.436 1.873 0.000
C -0.376 -3.249 -1.883 0.021
H 0.671 -3.500 -2.106 0.011
H -1.014 -3.842 -2.559 -0.002
H -0.534 -2.190 -2.104 -0.008
C -2.266 -3.357 -0.239 0.007
H -2.539 -2.333 -0.566 0.002
H -2.821 -4.086 -0.878 0.000
H -2.594 -3.484 0.810 -0.001
C -0.464 -5.093 -0.234 0.009
H 0.607 -5.316 -0.303 -0.002
H -0.866 -5.480 0.716 0.002
H -0.969 -5.642 -1.037 0.000
Pt -0.071 -0.130 0.653 0.077
N -1.940 -0.386 -1.209 0.138
C -1.886 0.144 -2.275 -0.077
C -2.343 0.201 -3.707 0.003
C -1.657 1.306 -4.486 0.005
C -1.905 -1.120 -4.334 0.001
C -3.876 0.394 -3.683 0.001
H -1.836 2.281 -4.040 -0.004
H -0.574 1.130 -4.466 0.003
H -2.008 1.316 -5.533 0.000
H -2.229 -2.021 -3.780 -0.001
H -2.214 -1.294 -5.384 0.000
H -0.814 -1.124 -4.329 0.001
H -4.256 1.094 -4.447 0.000
H -4.414 -0.560 -3.753 0.001
H -4.211 0.852 -2.732 -0.001
N 3.453 -0.124 2.218 0.002
C 2.727 0.600 3.129 -0.006
C 3.337 0.967 4.374 -0.001
C 2.541 1.588 5.326 0.001
C 1.219 1.872 5.031 -0.001
C 0.736 1.513 3.762 0.005
N 1.458 0.864 2.846 -0.010
H 4.473 -0.159 2.320 0.000
H 3.117 -0.230 1.265 0.002
H 4.373 0.726 4.529 0.000
H 2.945 1.856 6.309 0.000
H 0.542 2.357 5.740 0.000
H -0.317 1.788 3.490 -0.001
```